20
Properties=species:S:1:pos:R:3:nbo_charge:R:1 method="wB97M-V/def2-TZVPD" e_above_lowest_kj_mol=49.9 e_lumo_ha=-0.0271 max_force_ev_per_a=5.670 homo_lumo_gap_ev=8.10
C -2.418 0.627 0.331 -0.224
C -2.183 -0.402 -0.553 -0.183
C -1.421 1.150 1.085 -0.188
C -0.866 -0.981 -0.584 -0.230
C -0.143 0.583 1.087 -0.260
C 0.138 -0.479 0.282 0.263
N 5.296 1.043 -0.227 -1.346
N 3.887 -1.176 0.811 -1.289
N 2.637 1.217 -0.081 -1.402
O 5.864 -1.434 -0.761 -0.988
O 1.355 -1.106 0.295 -0.736
P 4.114 2.035 -0.343 1.337
P 5.493 -0.448 0.517 1.435
P 2.718 -0.302 0.322 2.194
H -3.465 1.107 0.542 0.226
H -2.833 -0.807 -1.183 0.210
H -1.623 2.062 1.832 0.230
H -0.683 -1.713 -1.361 0.227
H 0.788 1.069 1.491 0.234
H 5.034 -1.872 -1.071 0.491

17
Properties=species:S:1:pos:R:3:nbo_charge:R:1 method="wB97M-V/def2-TZVPD" e_above_lowest_kj_mol=490.1 e_lumo_ha=0.0136 max_force_ev_per_a=3.227 homo_lumo_gap_ev=10.51
O 0.999 0.079 2.028 -1.049
P 0.448 -0.104 0.678 1.868
C -1.373 -0.092 0.703 -0.127
N -2.400 -0.819 0.690 -0.276
C -2.657 0.667 0.693 -0.289
C 1.122 -1.543 -0.145 -0.535
C 0.319 -2.587 -0.728 0.085
N 0.670 -1.780 -1.602 -0.275
C 0.709 1.244 -0.547 -0.531
C 1.788 2.179 -0.249 0.109
N 2.154 1.368 -1.074 -0.255
H -2.931 1.122 1.608 0.181
H -2.954 1.238 -0.105 0.183
H 2.175 -1.706 -0.152 0.240
H -0.242 -3.523 -0.690 0.230
H 0.042 1.285 -1.373 0.228
H 2.134 2.971 0.267 0.211

Copy entry 2 word for word.
17
Properties=species:S:1:pos:R:3:nbo_charge:R:1 method="wB97M-V/def2-TZVPD" e_above_lowest_kj_mol=490.1 e_lumo_ha=0.0136 max_force_ev_per_a=3.227 homo_lumo_gap_ev=10.51
O 0.999 0.079 2.028 -1.049
P 0.448 -0.104 0.678 1.868
C -1.373 -0.092 0.703 -0.127
N -2.400 -0.819 0.690 -0.276
C -2.657 0.667 0.693 -0.289
C 1.122 -1.543 -0.145 -0.535
C 0.319 -2.587 -0.728 0.085
N 0.670 -1.780 -1.602 -0.275
C 0.709 1.244 -0.547 -0.531
C 1.788 2.179 -0.249 0.109
N 2.154 1.368 -1.074 -0.255
H -2.931 1.122 1.608 0.181
H -2.954 1.238 -0.105 0.183
H 2.175 -1.706 -0.152 0.240
H -0.242 -3.523 -0.690 0.230
H 0.042 1.285 -1.373 0.228
H 2.134 2.971 0.267 0.211